(1)
Below is the ion C2H9N2 with charge +1, with properties calculated with ωB97M-V with the def2-TZVPD basis set.

The geometry in XYZ format:
```
13
Properties=species:S:1:pos:R:3:forces:R:3
N -0.207792 1.237682 -0.888831 0.79 0.30 0.40
C -0.390788 0.801603 0.493096 -0.01 -0.09 -0.18
C 0.437247 -0.436714 0.805442 0.21 -0.26 0.03
N 0.192823 -1.474637 -0.274089 -0.70 -0.32 -0.20
H 0.370993 2.074519 -0.875236 0.14 -0.28 -0.30
H -1.054885 1.539535 -1.329249 -0.58 -0.04 -0.05
H -0.072478 1.543457 1.226103 -0.20 0.12 0.04
H -1.441294 0.565773 0.684839 0.02 0.06 0.04
H 1.513125 -0.280200 0.775900 -0.05 0.25 0.22
H 0.131099 -0.802419 1.782392 0.15 -0.40 -0.09
H -0.766325 -1.343190 -0.606267 0.18 0.16 -0.44
H 0.235343 -2.475615 -0.069288 0.35 0.15 0.75
H 0.845929 -1.330664 -1.044026 -0.29 0.34 -0.23
```
Positions in Å, forces in eV/Å.

Results
Highest occupied orbital energy, eV: -14.39
Molecular weight, g/mol: 61.11
SMILES: NCC[NH3+]
DFT total energy, eV: -5193.506
Total charge: +1
E_LUMO, eV: -3.63
Gap between HOMO and LUMO, eV: 10.758


(2)
Below is a cluster of 2 separate species, C2H9N2 in total at a distorted geometry, with properties calculated with ωB97M-V with the def2-TZVPD basis set.

The geometry in XYZ format:
```
13
Properties=species:S:1:pos:R:3:forces:R:3
N -1.329335 0.022306 1.320002 0.42 -1.58 2.60
H -1.361986 -0.354575 2.323847 -0.68 0.47 -1.77
H -2.137632 0.575412 1.071771 -0.33 0.18 0.19
H -1.152826 -0.745357 0.575191 0.35 1.22 0.35
H -0.495201 0.601972 1.369910 0.22 0.35 -0.72
C 1.762486 0.532289 -0.194016 -2.51 -1.36 -1.86
C 0.761215 0.235457 -1.079901 1.46 1.64 -0.83
N -0.295962 -0.717078 -0.958334 1.45 0.41 1.34
H 2.019528 -0.084271 0.644556 -0.15 0.01 0.61
H 2.385591 1.332656 -0.479373 0.90 0.55 -0.16
H 0.800471 0.735670 -2.119589 -0.32 -0.34 2.00
H -1.062346 -0.504210 -1.548691 -0.34 -0.63 -1.11
H 0.105997 -1.630272 -0.925373 -0.48 -0.93 -0.64
```
Positions in Å, forces in eV/Å.

Results
Highest occupied orbital energy, eV: -13.52
Molecular weight, g/mol: 61.11
DFT total energy, eV: -5192.498
Total charge: +1
E_LUMO, eV: -3.75
Gap between HOMO and LUMO, eV: 9.768


(3)
Below is the ion C2H9N2 with charge +1 at a distorted geometry, with properties calculated with ωB97M-V with the def2-TZVPD basis set.

The geometry in XYZ format:
```
13
Properties=species:S:1:pos:R:3:forces:R:3
C -0.080542 -0.967947 1.052185 -1.27 2.77 -3.59
C 0.422762 -0.026243 -0.183469 2.10 -2.46 -0.36
N 0.802622 1.296807 0.070286 3.81 -0.80 -2.05
N -0.721159 0.126671 -1.143089 -3.90 -1.24 2.04
H -0.321670 -0.245968 1.791364 -0.10 -0.11 1.33
H 0.678704 -1.635882 1.170870 2.20 -1.49 1.31
H -0.928789 -1.575610 0.750342 -0.39 0.12 0.10
H 1.275468 -0.597574 -0.701258 -1.37 1.04 0.53
H 1.842110 1.457501 0.111815 -1.78 -0.19 0.01
H 0.344770 1.711649 0.789066 -1.42 1.60 2.76
H -1.241094 -0.784938 -1.256356 0.90 0.89 -0.49
H -0.690056 0.651560 -2.029580 0.55 0.00 0.58
H -1.383126 0.589975 -0.422176 0.67 -0.13 -2.16
```
Positions in Å, forces in eV/Å.

Results
Highest occupied orbital energy, eV: -14.85
Molecular weight, g/mol: 61.11
SMILES: C[C@H](N)[NH3+]
DFT total energy, eV: -5192.671
Total charge: +1
E_LUMO, eV: -3.69
Gap between HOMO and LUMO, eV: 11.156


(4)
Below is the ion C2H9N2 with charge +1 at a distorted geometry, with properties calculated with ωB97M-V with the def2-TZVPD basis set.

The geometry in XYZ format:
```
13
Properties=species:S:1:pos:R:3:forces:R:3
N 0.825934 -1.710006 -0.443329 -0.04 0.14 0.65
C 0.681130 -0.257883 -0.396339 1.13 0.35 -0.18
C -0.335653 0.217787 0.640906 -0.54 -0.48 -1.81
N -0.993775 1.503802 0.127556 0.68 -0.14 1.29
H 1.808072 -1.949507 -0.474557 0.09 -0.04 -0.33
H 0.520341 -2.136842 0.423635 -0.24 -0.04 0.02
H 1.642732 0.241306 -0.220973 -0.02 -0.06 0.27
H 0.443000 0.087924 -1.408442 -0.57 0.02 0.00
H -1.159493 -0.499518 0.601208 0.13 -0.03 0.60
H 0.095125 0.379502 1.613819 -0.17 0.04 0.36
H -1.898115 1.622370 0.595245 -0.03 0.06 -0.53
H -1.042605 1.440694 -0.885220 -0.47 0.13 -0.19
H -0.433813 2.321918 0.374578 0.06 0.04 -0.17
```
Positions in Å, forces in eV/Å.

Results
Highest occupied orbital energy, eV: -13.71
Molecular weight, g/mol: 61.11
SMILES: NCC[NH3+]
DFT total energy, eV: -5193.035
Total charge: +1
E_LUMO, eV: -3.95
Gap between HOMO and LUMO, eV: 9.759


(5)
Below is a cluster of 2 separate species, C2H9N2 in total, with properties calculated with ωB97M-V with the def2-TZVPD basis set.

The geometry in XYZ format:
```
13
Properties=species:S:1:pos:R:3:forces:R:3
N 0.906714 -1.984396 -0.419347 -0.12 0.61 0.02
H 0.278468 -2.475121 -1.041478 0.13 -0.29 -0.06
H 1.170315 -2.597953 0.345271 -0.05 0.03 -0.13
H 1.741651 -1.736178 -0.941320 0.01 -0.27 0.00
H 0.173670 -0.441016 -0.116829 0.45 -0.12 0.46
C 0.348625 1.677854 0.611856 0.12 -0.66 -0.25
C -1.573433 0.442905 -0.154099 -0.42 -0.41 -0.55
N -0.331190 0.477645 0.077162 -0.44 0.44 0.09
H 1.228139 1.347738 1.155849 0.01 0.03 0.03
H -0.342508 2.166802 1.278928 -0.06 0.29 0.14
H 0.647616 2.324138 -0.203714 0.03 0.12 -0.12
H -2.014858 -0.505826 -0.445741 0.11 0.03 -0.12
H -2.233204 1.303406 -0.146534 0.22 0.18 0.47
```
Positions in Å, forces in eV/Å.

Results
Highest occupied orbital energy, eV: -15.45
Molecular weight, g/mol: 61.11
DFT total energy, eV: -5193.395
Total charge: +1
E_LUMO, eV: -4.57
Gap between HOMO and LUMO, eV: 10.880


(6)
Below is a cluster of 2 separate species, C2H9N2 in total at a distorted geometry, with properties calculated with ωB97M-V with the def2-TZVPD basis set.

The geometry in XYZ format:
```
13
Properties=species:S:1:pos:R:3:forces:R:3
C 0.899375 0.141283 -0.291958 -0.72 -0.68 -0.48
N 1.336036 -1.173833 0.039510 -1.90 -1.25 0.06
C -0.383142 0.154039 -1.078738 4.01 -1.09 -3.16
N -1.498153 0.606782 1.215998 0.63 2.49 0.15
H 0.734587 0.734551 0.743939 0.43 -0.19 -1.85
H 1.740032 0.697212 -0.968937 -2.08 -0.63 1.37
H 0.610522 -1.997093 0.014045 2.52 2.19 -0.14
H 2.334398 -1.322631 0.013995 -0.33 -0.53 0.27
H -0.563448 1.080105 -1.578559 -1.02 1.08 0.57
H -0.574722 -0.673206 -1.869802 -0.20 0.76 2.22
H -1.406907 -0.026501 1.983505 0.08 -1.46 -0.35
H -2.157685 1.379225 1.585087 0.91 -1.59 -2.22
H -1.070892 0.400066 0.191914 -2.32 0.91 3.55
```
Positions in Å, forces in eV/Å.

Results
Highest occupied orbital energy, eV: -14.13
Molecular weight, g/mol: 61.11
DFT total energy, eV: -5187.367
Total charge: +1
E_LUMO, eV: -8.22
Gap between HOMO and LUMO, eV: 5.905


(7)
Below is a cluster of 2 separate species, C2H9N2 in total at a distorted geometry, with properties calculated with ωB97M-V with the def2-TZVPD basis set.

The geometry in XYZ format:
```
13
Properties=species:S:1:pos:R:3:forces:R:3
N -2.206845 -0.971635 0.672291 -0.09 -0.10 0.59
H -0.412675 0.664357 0.722668 0.56 0.91 0.66
H -2.976262 -0.349218 0.914980 0.00 0.14 -0.36
H -2.645124 -1.743841 0.169128 0.17 0.22 -0.15
H -2.003281 -1.376003 1.583816 0.08 -0.22 0.07
C 1.989896 1.022051 -1.224672 1.07 0.25 -1.46
C 0.885423 0.421059 -0.831235 1.09 -0.28 -0.18
N 0.526274 0.257289 0.596896 -1.50 -2.30 -1.41
H 2.844636 1.437137 -0.674232 -0.88 -0.01 0.42
H 2.208343 1.082734 -2.325915 -0.54 -0.29 1.18
H 0.313607 -0.167899 -1.534052 -0.59 0.32 0.26
H 1.318344 0.458418 1.200507 -0.43 0.44 0.46
H 0.157664 -0.734447 0.729820 1.07 0.91 -0.09
```
Positions in Å, forces in eV/Å.

Results
Highest occupied orbital energy, eV: -15.37
Molecular weight, g/mol: 61.11
DFT total energy, eV: -5192.636
Total charge: +1
E_LUMO, eV: -3.43
Gap between HOMO and LUMO, eV: 11.945


(8)
Below is a cluster of 2 separate species, C2H9N2O in total at a distorted geometry, with properties calculated with ωB97M-V with the def2-TZVPD basis set.

The geometry in XYZ format:
```
14
Properties=species:S:1:pos:R:3:forces:R:3
C 1.420618 0.818634 0.131046 0.31 -0.65 0.19
N 1.129938 -0.512103 0.709709 -0.84 -0.10 -0.78
C 0.521151 -1.304639 -0.493583 -0.54 0.45 0.42
O 1.104596 -1.103779 -1.643749 0.02 -0.18 -0.22
H 2.180155 0.696020 -0.648210 -0.09 0.40 -0.06
H 1.766197 1.521000 0.900095 -0.16 -0.01 -0.05
H 0.502148 1.180377 -0.372658 0.45 -0.03 0.42
H 1.984395 -1.033283 0.916765 0.06 0.55 -0.17
H -0.609091 -0.996060 -0.449783 0.86 -0.16 -0.04
H 0.535942 -2.352005 -0.135929 -0.07 -0.36 0.26
N -2.548699 1.027381 0.193729 -0.60 0.56 0.98
H -3.000923 1.001778 1.119245 0.31 0.00 -0.63
H -3.217428 0.664920 -0.465117 -0.08 -0.21 -0.20
H -1.768999 0.391759 0.238440 0.38 -0.29 -0.11
```
Positions in Å, forces in eV/Å.

Results
Highest occupied orbital energy, eV: -2.53
Molecular weight, g/mol: 77.11
DFT total energy, eV: -7247.024
Total charge: -1
E_LUMO, eV: 4.28
Gap between HOMO and LUMO, eV: 6.812


(9)
Below is a cluster of 2 separate species, C2H9N2O in total at a distorted geometry, with properties calculated with ωB97M-V with the def2-TZVPD basis set.

The geometry in XYZ format:
```
14
Properties=species:S:1:pos:R:3:forces:R:3
C 0.006582 -2.245213 -0.050360 -0.04 -2.26 -0.96
C 0.818259 1.290394 -0.688795 2.46 0.46 -0.38
N -0.454662 0.968319 -0.161332 -2.63 -0.69 -0.45
N 1.180276 2.398093 -0.109084 1.14 -0.45 -1.61
O -1.188112 -1.574277 0.388679 0.22 0.00 0.49
H 0.839264 -2.076642 0.590285 0.68 0.58 0.65
H 0.303452 -2.008651 -1.096935 -0.67 0.34 0.78
H -0.104945 -3.365461 -0.038447 -0.30 1.05 -0.05
H -1.158414 1.101929 -0.967977 0.98 -1.05 1.51
H -0.705276 1.621479 0.540186 -0.96 1.27 1.19
H -0.558065 0.036516 0.382728 -0.34 -0.08 -1.61
H 0.573814 2.963959 0.408519 -1.29 1.02 1.47
H 2.002539 2.926019 -0.372406 0.34 -0.56 -0.25
H -1.554713 -2.036464 1.174938 0.41 0.37 -0.78
```
Positions in Å, forces in eV/Å.

Results
Highest occupied orbital energy, eV: -14.47
Molecular weight, g/mol: 77.11
DFT total energy, eV: -7238.367
Total charge: +1
E_LUMO, eV: -3.74
Gap between HOMO and LUMO, eV: 10.733


Energy relative to the best compared isomer or geometry (same formula, charge and spin) (computed, kcal per mole): 10.3 33.6 29.6 21.2 12.9 151.9 30.4 13.4 92.0